(1)
Below is a gas-phase ion, C7H11N2O4 (charge -1), with properties calculated with ωB97M-V with the def2-TZVPD basis set.

Last column: Löwdin charge in e.
CARTESIAN COORDINATES (ANGSTROEM)
C (-2.3569, -1.3683, 0.3664)  -0.64
C (-2.2850, 1.1219, -0.2181)  -0.50
C (-0.3164, 1.5834, 1.2422)  0.03
C (0.3958, 0.7318, -1.0631)  -0.14
C (0.8403, 1.2105, 0.3849)  -0.40
C (-1.6324, -0.2145, -0.2277)  -0.05
C (-0.0016, -1.6842, -1.4202)  -0.04
N (-0.5340, -0.3461, -1.0159)  -0.10
N (1.6317, 0.0855, 0.9506)  0.02
O (-3.0408, -1.0193, 1.3746)  -0.02
O (-2.1945, 1.9021, -1.1571)  0.02
O (-2.4094, -2.4511, -0.1710)  0.02
O (-3.2939, 1.2466, 0.7488)  0.03
H (-0.7715, 0.9060, 2.0097)  0.08
H (-0.4000, 2.6609, 1.3943)  0.06
H (-0.1276, 1.5211, -1.5492)  0.09
H (1.1744, 0.3849, -1.8280)  0.14
H (1.6031, 1.9428, 0.4641)  0.11
H (-0.6566, -2.4626, -1.1464)  0.03
H (-0.1466, -1.6416, -2.5965)  0.12
H (1.0726, -1.9778, -1.2693)  0.09
H (1.0467, -0.7182, 0.9761)  0.04
H (-3.2839, 0.3667, 1.1387)  -0.04
H (1.9595, 0.3943, 1.8596)  0.06

Calculated values
- charge = -1
- gap between HOMO and LUMO (spin up / spin down) (eV) = 6.6 / 8.0
- spin multiplicity = 1

(2)
Below is 7 unconnected molecules or ions with the total composition C23H64N10O9, with properties calculated with ωB97M-V with the def2-TZVPD basis set.

Last column: Löwdin charge in e.
CARTESIAN COORDINATES (ANGSTROEM)
C (4.5229, -0.7909, 0.1780)  -0.11
O (3.8321, -2.0182, 0.1250)  -0.24
C (4.1593, -2.9632, 1.1708)  -0.16
C (3.6439, -4.2985, 0.7069)  -0.44
C (2.1278, -4.4577, 0.7448)  -0.05
N (4.1712, -5.3743, 1.5504)  0.03
H (5.3150, -0.6851, 0.9225)  0.09
H (3.8692, 0.0823, 0.2125)  0.07
H (5.0524, -0.7347, -0.7815)  0.09
H (5.2446, -2.9297, 1.2765)  0.12
H (3.6671, -2.6440, 2.0930)  0.14
H (4.0174, -4.4875, -0.3084)  0.14
H (1.6066, -3.7811, 0.0643)  0.07
H (1.8361, -4.0177, 1.7041)  0.08
H (1.8253, -5.4977, 0.7008)  0.08
H (3.5671, -6.1825, 1.5446)  0.06
H (5.0954, -5.7564, 1.4089)  0.07
C (3.2144, 0.5560, -4.3370)  -0.07
O (1.8145, 0.2722, -4.2947)  -0.26
C (1.1415, 0.3380, -5.5494)  -0.19
C (-0.2849, 0.8266, -5.3551)  -0.43
C (-1.1162, 1.2046, -6.5729)  -0.04
N (-0.4005, 1.8527, -4.2814)  0.03
H (3.5704, 0.4347, -3.3158)  0.08
H (3.4075, 1.5877, -4.6370)  0.09
H (3.6227, -0.1957, -5.0154)  0.09
H (1.6789, 1.0573, -6.1873)  0.13
H (1.2868, -0.6433, -6.0081)  0.13
H (-0.7049, -0.0637, -4.8617)  0.13
H (-0.7036, 2.1009, -7.0403)  0.08
H (-2.1642, 1.3241, -6.3061)  0.07
H (-1.0097, 0.3817, -7.2838)  0.08
H (-0.2301, 2.7684, -4.7037)  0.09
H (0.5065, 1.7302, -3.8167)  0.06
C (1.0452, 5.6130, 6.0603)  -0.12
O (-0.2175, 5.5571, 5.4320)  -0.18
C (-0.8507, 4.2873, 5.5905)  -0.21
C (-0.5774, 3.3107, 4.4391)  -0.22
N (0.6812, 2.5939, 4.6182)  -0.04
C (0.8538, 1.6516, 3.5042)  -0.18
C (2.3543, 1.5666, 3.1755)  -0.22
O (2.8694, 2.8429, 2.8408)  -0.20
C (4.1916, 2.8190, 2.3393)  -0.10
H (1.5190, 6.5380, 5.7114)  0.09
H (1.7531, 4.8252, 5.8025)  0.08
H (0.8819, 5.8097, 7.1257)  0.09
H (-1.9189, 4.5074, 5.5378)  0.12
H (-0.6478, 3.7646, 6.5270)  0.12
H (-0.5991, 3.8918, 3.5028)  0.11
H (-1.4079, 2.6156, 4.2886)  0.12
H (1.4238, 3.2771, 4.5288)  0.08
H (0.4331, 2.0359, 2.5654)  0.09
H (0.4250, 0.6594, 3.6323)  0.11
H (2.5411, 0.8558, 2.3597)  0.10
H (2.9975, 1.1570, 3.9668)  0.13
H (4.2768, 1.9467, 1.6892)  0.07
H (4.9850, 2.8850, 3.0884)  0.09
H (4.3155, 3.7318, 1.7545)  0.09
C (-0.8157, 3.0876, 0.1939)  -0.08
O (-1.4782, 1.8349, 0.3165)  -0.24
C (-2.8972, 2.0012, 0.3708)  -0.20
C (-3.5872, 0.7214, 0.7415)  -0.18
N (-3.5788, -0.2456, -0.3614)  -0.08
C (-4.3339, -1.4360, 0.0511)  -0.19
C (-4.4240, -2.5552, -0.9896)  -0.22
O (-3.1009, -2.9285, -1.3128)  -0.20
C (-2.9595, -3.9300, -2.2916)  -0.10
H (0.2095, 2.7599, -0.0198)  0.09
H (-0.7200, 3.5706, 1.1678)  0.07
H (-1.0418, 3.7708, -0.6257)  0.10
H (-3.2616, 2.4079, -0.5793)  0.13
H (-3.1557, 2.7743, 1.1043)  0.13
H (-4.6486, 0.9843, 0.8127)  0.13
H (-3.2409, 0.2847, 1.6846)  0.13
H (-2.6525, -0.6687, -0.4474)  0.09
H (-5.3190, -1.1494, 0.4304)  0.13
H (-3.8935, -1.9247, 0.9342)  0.12
H (-4.7914, -2.1826, -1.9558)  0.08
H (-5.0515, -3.3781, -0.6340)  0.13
H (-2.9697, -4.9091, -1.8040)  0.09
H (-2.0031, -3.8297, -2.8073)  0.09
H (-3.7068, -3.8663, -3.0873)  0.09
N (-0.4104, -0.0333, -1.2620)  0.16
C (0.7082, -0.4817, -0.5842)  -0.62
N (1.6112, -1.1300, -1.3550)  0.18
O (0.7239, -0.5183, 0.6599)  -0.01
H (-0.9113, 0.7066, -0.7062)  0.06
H (-0.2654, 0.3079, -2.2056)  0.07
H (2.3120, -1.6516, -0.8164)  0.07
H (1.6275, -1.2276, -2.3530)  0.09
N (-4.9180, -0.3857, -2.9730)  0.14
C (-4.1080, 0.4720, -3.6499)  -0.65
N (-2.8722, 0.6489, -3.1075)  0.17
O (-4.3691, 0.7976, -4.8160)  -0.01
H (-5.6224, -0.8586, -3.5026)  0.11
H (-4.6678, -0.5666, -2.0137)  0.03
H (-2.1142, 1.0305, -3.6574)  0.04
H (-2.6963, 0.3950, -2.1508)  0.04
N (-0.6684, -2.2281, 2.5153)  0.17
C (-1.3678, -3.3201, 2.9214)  -0.69
N (-1.4169, -4.3471, 2.0317)  0.15
O (-1.7889, -3.4414, 4.0731)  0.00
H (-0.1098, -2.2033, 1.6794)  0.05
H (-0.6665, -1.3854, 3.0570)  0.08
H (-1.6706, -5.2197, 2.4626)  0.10
H (-1.4272, -4.2923, 1.0334)  0.08

Calculated values
- gap between HOMO and LUMO (eV) = 9.2
- structure (SMILES) = COC[C@H](C)N.COC[C@H](C)N.COCCNCCOC.COCCNCCOC.NC(N)=O.NC(N)=O.NC(N)=O
- spin multiplicity = 1

(3)
Below is 12 unconnected molecules or ions with the total composition CH23O14, with properties calculated with ωB97M-V with the def2-TZVPD basis set.

Last column: Löwdin charge in e.
CARTESIAN COORDINATES (ANGSTROEM)
C (0.3613, -0.5874, 38.7742)  -0.70
O (-0.5786, -0.4369, 39.5971)  -0.03
O (1.4912, 0.1621, 38.9563)  0.11
O (0.2241, -1.2977, 37.8091)  0.00
H (1.8382, 0.5444, 39.7159)  0.04
O (0.4722, -1.7800, 34.9528)  -0.04
H (0.7078, -1.8711, 35.8315)  -0.05
H (0.9295, -2.5911, 34.6234)  0.06
O (2.6621, -0.1370, 42.7425)  -0.14
H (3.2311, 0.2359, 41.9698)  0.01
H (2.9315, -1.1206, 42.7805)  0.09
O (-2.2020, -0.0519, 36.7100)  -0.11
H (-2.9453, -0.7653, 36.5550)  0.10
H (-1.8202, -0.5651, 37.4630)  -0.01
O (2.6055, 0.5211, 36.1158)  -0.15
H (2.3303, 0.2673, 37.1018)  0.06
H (1.7703, 0.8487, 35.6590)  0.06
O (-1.7616, -3.2069, 37.6796)  0.02
H (-2.3417, -2.7109, 38.0823)  -0.10
H (-1.0172, -2.6799, 37.4408)  -0.01
O (-3.0908, -1.4311, 39.6690)  -0.06
H (-2.2123, -0.9664, 39.8142)  0.02
H (-3.6897, -0.7507, 39.4907)  -0.01
O (1.2395, -3.6145, 38.4500)  -0.17
H (0.4875, -4.2969, 38.4561)  0.06
H (0.7563, -2.6352, 38.3136)  0.05
O (3.7607, 0.9922, 40.6464)  -0.03
H (4.1920, 0.7655, 39.7801)  0.11
H (4.3496, 1.5429, 41.1214)  0.05
O (0.1986, 0.6416, 41.8186)  -0.13
H (-0.1099, 0.0792, 41.0885)  -0.03
H (1.1203, 0.5382, 42.2272)  0.01
O (-2.6884, 1.5421, 40.3731)  -0.05
H (-2.0564, 1.1372, 39.7442)  0.03
H (-2.5160, 1.2638, 41.2356)  0.00
O (3.3064, -2.1910, 40.2144)  -0.04
H (2.6137, -2.5404, 39.7784)  -0.08
H (3.2858, -1.3001, 39.6751)  0.07

Calculated values
- charge = -1
- gap between HOMO and LUMO (eV) = 9.1
- spin multiplicity = 1

Across the entries above, E takes the values -18606.170, -58215.551, -30077.304 eV, respectively.
Across the entries above, ΔE to the lowest compared entry with this formula, charge and spin takes the values 250.9, 0.0, 351.7 kJ/mol, respectively.